<1>
{
  "formula": "C3H9NO2S",
  "method": "ωB97M-V/def2-TZVPD",
  "elements": ["C", "C", "S", "N", "C", "O", "H", "H", "H", "H", "H", "H", "H", "H", "H", "O"],
  "coordinates": [[-0.507, 0.771, 0.688], [-2.023, 0.715, 0.923], [-2.703, 2.014, 2.020], [-0.074, -0.308, -0.243], [1.113, 0.113, -1.122], [2.301, 0.023, -0.542], [-0.256, 1.784, 0.337], [0.016, 0.627, 1.624], [-2.257, -0.280, 1.314], [-2.523, 0.812, -0.046], [-0.811, -0.268, -0.951], [0.853, 1.145, -1.486], [0.978, -0.554, -2.016], [2.353, -1.525, -0.279], [1.310, -2.530, 0.032], [2.231, -2.538, -0.253]],
  "total_charge": -2,
  "homo_lumo_gap_ha": 0.21485
}

=====

<2>
{
  "formula": "C3H9NO2S",
  "method": "ωB97M-V/def2-TZVPD",
  "elements": ["C", "O", "C", "C", "S", "N", "H", "H", "H", "H", "H", "H", "H", "H", "H", "O"],
  "coordinates": [[-0.932, 0.361, -0.482], [-1.251, -0.804, -1.108], [0.351, 0.188, 0.372], [0.768, 1.638, 0.948], [0.236, 1.880, 2.808], [0.142, -1.001, 1.312], [-0.951, 1.204, -1.213], [-1.709, 0.521, 0.256], [1.261, -0.073, -0.314], [0.215, 2.467, 0.392], [1.889, 1.614, 0.925], [-0.122, -0.709, 2.257], [-0.656, -1.502, 0.937], [-0.253, -1.226, -2.007], [0.540, -2.720, -2.338], [0.469, -1.839, -2.744]],
  "total_charge": -2,
  "homo_lumo_gap_ha": 0.21304
}

=====

<3>
{
  "formula": "C3H9NO2S",
  "method": "ωB97M-V/def2-TZVPD",
  "elements": ["C", "C", "S", "N", "C", "O", "H", "H", "H", "H", "H", "H", "H", "H", "H", "O"],
  "coordinates": [[-0.646, 1.675, 0.215], [-1.859, 1.113, 0.965], [-2.870, 2.395, 1.815], [0.095, 0.768, -0.633], [0.948, -0.376, -0.300], [0.524, -1.548, -0.859], [-0.946, 2.565, -0.352], [0.047, 2.045, 0.968], [-1.492, 0.310, 1.614], [-2.539, 0.660, 0.230], [-0.328, 0.628, -1.536], [0.919, -0.427, 0.804], [1.968, -0.140, -0.668], [1.528, -2.577, -0.598], [2.423, -3.738, -1.265], [2.229, -3.354, -0.399]],
  "total_charge": -2,
  "homo_lumo_gap_ha": 0.21151
}

=====

Least stable: <2>

=====

<1>
{
  "formula": "C6H9N",
  "method": "ωB97M-V/def2-TZVPD",
  "elements": ["C", "C", "C", "C", "C", "C", "N", "H", "H", "H", "H", "H", "H", "H", "H", "H"],
  "coordinates": [[0.682, -0.671, -1.226], [0.499, 0.236, -0.029], [-0.837, 0.963, 0.036], [-1.977, 0.048, 0.171], [-2.902, -0.715, 0.279], [1.198, -0.085, 1.234], [1.620, 1.059, 0.415], [-0.086, -1.451, -1.247], [1.664, -1.156, -1.203], [0.604, -0.098, -2.158], [-0.961, 1.571, -0.870], [-0.813, 1.661, 0.881], [-3.725, -1.389, 0.379], [0.746, 0.175, 2.190], [1.829, -0.972, 1.258], [2.460, 0.824, -0.111]],
  "homo_lumo_gap_ha": 0.38903,
  "smiles": "C#CC[C@]1(C)CN1"
}

=====

<2>
{
  "formula": "C6H9N",
  "method": "ωB97M-V/def2-TZVPD",
  "elements": ["C", "C", "C", "C", "C", "C", "N", "H", "H", "H", "H", "H", "H", "H", "H", "H"],
  "coordinates": [[-0.815, 1.459, 0.412], [-0.942, 0.008, 0.473], [0.977, -0.444, -2.086], [1.431, -0.557, -0.902], [1.771, -0.674, 0.269], [-0.002, -0.767, 1.230], [-1.975, -0.744, 0.325], [0.175, 1.734, 0.034], [-0.921, 1.954, 1.384], [-1.562, 1.918, -0.239], [1.125, 0.485, -2.604], [0.738, -1.345, -2.619], [2.766, -0.883, 0.599], [-0.188, -1.799, 1.492], [0.174, -0.211, 2.162], [-2.753, -0.134, 0.071]],
  "homo_lumo_gap_ha": 0.36432
}

=====

Least stable: <2>

=====

<1>
{
  "formula": "C6H9N",
  "method": "ωB97M-V/def2-TZVPD",
  "elements": ["C", "C", "C", "C", "C", "C", "N", "H", "H", "H", "H", "H", "H", "H", "H", "H"],
  "coordinates": [[2.669, -0.303, 0.326], [1.387, 0.047, 0.187], [0.243, -0.818, -0.324], [-0.986, 0.043, -0.109], [-2.382, -0.407, -0.388], [-0.571, 1.238, 0.320], [0.821, 1.293, 0.447], [3.430, 0.401, 0.652], [2.986, -1.312, 0.086], [0.399, -1.018, -1.393], [0.195, -1.791, 0.177], [-3.098, 0.407, -0.233], [-2.677, -1.239, 0.264], [-2.496, -0.759, -1.421], [-1.166, 2.116, 0.547], [1.325, 2.057, 0.859]],
  "homo_lumo_gap_ha": 0.30113,
  "smiles": "C=C1CC(C)=CN1"
}

=====

<2>
{
  "formula": "C6H9N",
  "method": "ωB97M-V/def2-TZVPD",
  "elements": ["C", "C", "C", "C", "C", "N", "C", "H", "H", "H", "H", "H", "H", "H", "H", "H"],
  "coordinates": [[-1.372, 0.228, 1.408], [-0.470, 0.059, 0.217], [-0.685, -0.863, -0.929], [0.575, -0.993, -0.094], [1.646, 0.139, -0.315], [1.304, 1.054, -1.411], [0.593, 1.132, -0.138], [-0.817, 0.598, 2.279], [-1.837, -0.723, 1.691], [-2.176, 0.945, 1.199], [-1.427, -1.641, -0.747], [-0.675, -0.498, -1.953], [0.794, -1.902, 0.454], [2.680, 0.108, -0.021], [1.128, 0.312, -2.065], [0.740, 2.043, 0.425]],
  "homo_lumo_gap_ha": 0.35530,
  "smiles": "C[C@]12C[C@H]1[C@H]1N[C@H]12"
}

=====

Least stable: <2>